Formula: C37H21F14N4O2PSSeTc
Source: the OMol25 dataset
Level of theory: wB97M-V/def2-TZVPD

The calculation puts the energy relative to the best compared isomer or geometry (same formula, charge and spin) at 1.182 eV. The value obtained for the gap between HOMO and LUMO (spin up / spin down) is 5.08 / 5.41 eV. Its charge is +2. The multiplicity is 4.

```
82
Properties=species:S:1:pos:R:3:lowdin_spin:R:1
Tc 1.08 -0.48 -0.17 2.626
N 6.93 2.79 -3.91 0.000
C 6.16 1.87 -3.30 0.000
C 6.63 1.19 -2.16 0.001
C 5.85 0.26 -1.53 0.000
C 4.57 -0.01 -2.04 0.005
C 4.08 0.65 -3.17 0.004
C 4.88 1.57 -3.80 0.000
S 3.59 -1.03 -1.10 0.014
O 4.19 -2.24 -0.70 0.003
O 2.21 -1.16 -1.78 0.090
N 3.05 -0.12 0.16 0.025
C 2.98 -0.36 1.53 0.017
N 1.67 -0.23 1.89 0.025
C 1.38 -0.39 3.19 0.013
C 2.37 -0.67 4.09 0.001
C 3.67 -0.80 3.60 0.013
N 3.98 -0.64 2.31 -0.004
H 7.86 2.99 -3.58 0.000
H 6.62 3.28 -4.72 0.000
H 7.62 1.40 -1.78 0.000
H 6.22 -0.27 -0.66 0.000
H 3.11 0.40 -3.57 0.001
H 4.52 2.07 -4.69 0.000
H 0.35 -0.26 3.49 0.000
H 2.15 -0.78 5.14 0.000
H 4.50 -1.03 4.26 0.001
F -5.57 3.43 -2.58 0.000
C -5.21 2.34 -3.28 0.000
F -4.65 2.75 -4.42 0.000
F -6.32 1.66 -3.57 0.000
C -4.26 1.49 -2.47 -0.001
C -3.10 0.99 -3.04 0.002
C -2.22 0.25 -2.26 0.003
C -2.50 0.02 -0.92 0.009
C -3.70 0.46 -0.37 0.001
C -4.57 1.21 -1.15 0.002
P -1.34 -1.03 0.01 0.034
C -1.86 -2.69 -0.48 0.005
C -1.14 -3.35 -1.48 0.004
C -1.63 -4.54 -2.00 0.001
C -2.82 -5.06 -1.53 0.000
C -3.54 -4.40 -0.53 0.001
C -3.06 -3.21 -0.01 0.000
C -3.36 -6.36 -2.08 0.000
F -3.06 -7.37 -1.25 0.000
F -4.69 -6.32 -2.21 0.000
F -2.83 -6.64 -3.27 0.000
C -1.73 -0.83 1.77 0.007
C -1.69 -1.94 2.62 -0.001
C -1.89 -1.78 3.98 0.001
C -2.11 -0.51 4.49 0.000
C -2.14 0.60 3.66 0.000
C -1.95 0.44 2.30 0.001
C -2.16 -0.31 5.99 0.000
F -0.92 -0.05 6.44 0.000
F -2.61 -1.39 6.62 0.000
F -2.93 0.73 6.32 0.000
H -2.88 1.18 -4.08 0.000
H -1.33 -0.17 -2.73 0.002
H -3.97 0.24 0.65 0.000
H -5.50 1.56 -0.73 0.000
H -0.21 -2.95 -1.85 0.003
H -1.09 -5.06 -2.78 0.000
H -4.47 -4.81 -0.18 0.000
H -3.64 -2.69 0.74 0.000
H -1.53 -2.93 2.22 0.000
H -1.87 -2.63 4.64 0.000
H -2.33 1.59 4.07 0.000
H -1.98 1.31 1.64 0.000
F 0.89 6.31 2.07 -0.007
C 0.87 5.23 1.32 -0.019
C 2.07 4.64 0.92 0.003
F 3.22 5.18 1.29 0.003
C 2.03 3.51 0.13 -0.005
F 3.18 2.97 -0.25 0.001
C 0.82 2.95 -0.26 0.027
Se 0.79 1.52 -1.48 0.092
C -0.37 3.54 0.18 -0.007
F -1.55 3.01 -0.15 0.000
C -0.35 4.68 0.96 0.002
F -1.48 5.23 1.36 0.002
```


Formula: C6H11N
Source: the OMol25 dataset
Level of theory: wB97M-V/def2-TZVPD

The calculation puts the energy relative to the best compared isomer or geometry (same formula, charge and spin) at 6.886 eV. The value obtained for the gap between HOMO and LUMO (spin up / spin down) is 7.65 / 6.18 eV. The SMILES is [H]/N=C(\C)CC.C#C. Its charge is 0.

```
18
Properties=species:S:1:pos:R:3:nbo_charge:R:1
C -0.14 0.96 0.45 -0.433
C -1.24 0.17 -1.72 -0.690
C 0.26 0.66 1.88 -0.646
C -0.56 -0.44 -0.49 0.315
C 1.34 -1.15 -0.86 -0.302
C 2.08 -0.51 -0.09 -0.102
N -1.33 -1.22 0.22 -0.721
H -0.89 -2.06 0.58 0.360
H 1.55 -1.94 -1.56 0.265
H 2.84 -0.17 0.56 0.235
H -1.12 1.45 0.45 0.207
H 0.52 1.63 -0.10 0.206
H -1.72 -0.61 -2.32 0.221
H -2.09 0.79 -1.44 0.232
H -0.57 0.80 -2.31 0.210
H 0.19 -0.41 2.08 0.222
H -0.43 1.11 2.60 0.224
H 1.29 0.96 2.07 0.200
```


Formula: C4H7NS
Source: the OMol25 dataset
Level of theory: wB97M-V/def2-TZVPD

The calculation puts the energy relative to the best compared isomer or geometry (same formula, charge and spin) at 1.552 eV. The value obtained for the gap between HOMO and LUMO (spin up / spin down) is 8.57 / 8.57 eV. The SMILES is [H]/N=C(\C)C(C)=S. Its charge is 0.

```
13
Properties=species:S:1:pos:R:3:nbo_charge:R:1
C -0.04 -0.68 -0.50 0.242
C -1.13 0.24 -0.13 -0.112
C 0.60 -1.45 0.68 -0.673
C -0.80 1.72 -0.24 -0.678
N 0.30 -0.86 -1.75 -0.611
S -2.59 -0.32 0.17 0.096
H 0.81 -2.43 0.40 0.226
H 1.51 -1.00 0.94 0.227
H -0.09 -1.36 1.53 0.228
H -1.59 2.18 -0.79 0.251
H -0.86 2.17 0.72 0.239
H 0.30 1.85 -0.66 0.229
H 0.94 -1.68 -1.85 0.338
```


Formula: C37H41Cl3IrN6O4PS2
Source: the OMol25 dataset
Level of theory: wB97M-V/def2-TZVPD

The calculation puts the energy relative to the best compared isomer or geometry (same formula, charge and spin) at 0.000 eV. The value obtained for the gap between HOMO and LUMO is 6.71 eV. Its charge is +2.

```
95
Properties=species:S:1:pos:R:3:lowdin_charge:R:1
Ir 0.02 0.15 -0.06 1.058
C -0.48 1.98 3.85 -0.005
C -1.18 1.00 4.53 -0.005
C -1.47 -0.20 3.89 0.030
C -1.07 -0.39 2.58 -0.184
N -0.39 0.58 1.92 -0.071
C -0.11 1.73 2.54 -0.109
C -1.33 -1.63 1.82 -0.183
C -1.99 -2.73 2.35 0.031
C -2.15 -3.86 1.56 -0.004
C -1.66 -3.86 0.26 -0.018
C -1.03 -2.72 -0.21 -0.094
N -0.87 -1.64 0.56 -0.046
H -0.23 2.92 4.30 0.128
H -1.49 1.15 5.56 0.130
H -2.01 -0.97 4.42 0.120
H 0.44 2.46 1.95 0.080
H -2.36 -2.72 3.36 0.121
H -2.66 -4.72 1.95 0.130
H -1.76 -4.72 -0.38 0.126
H -0.62 -2.66 -1.21 0.110
C 4.96 0.77 -1.42 -0.046
C 3.56 0.99 -0.92 -0.268
O 3.33 0.11 0.22 -0.245
P 2.01 -0.70 0.52 0.554
O 2.18 -2.15 -0.08 -0.281
C 3.35 -2.98 0.21 -0.217
C 3.97 -3.42 -1.08 -0.056
O 2.13 -0.96 2.08 -0.244
C 2.77 -0.05 3.03 -0.243
C 4.16 -0.53 3.36 -0.054
H 5.17 1.47 -2.23 0.094
H 5.09 -0.25 -1.81 0.071
H 5.69 0.93 -0.63 0.091
H 2.82 0.79 -1.69 0.081
H 3.42 2.01 -0.56 0.102
H 2.98 -3.82 0.79 0.129
H 4.04 -2.41 0.83 0.110
H 3.26 -3.98 -1.69 0.085
H 4.82 -4.08 -0.88 0.095
H 4.34 -2.57 -1.65 0.069
H 2.12 -0.05 3.90 0.120
H 2.78 0.96 2.61 0.114
H 4.13 -1.55 3.75 0.091
H 4.59 0.12 4.13 0.093
H 4.80 -0.50 2.48 0.077
C -3.91 4.93 -0.39 -0.007
C -3.17 3.63 -0.40 -0.278
C -3.83 2.41 -0.20 -0.004
C -3.08 1.26 -0.21 -0.147
N -1.76 1.32 -0.44 -0.108
C -1.20 2.54 -0.56 -0.778
S 0.54 2.39 -0.66 0.698
N -1.84 3.69 -0.56 0.145
H -4.94 4.80 -0.72 0.089
H -3.40 5.65 -1.02 0.093
H -3.93 5.32 0.62 0.102
H -4.90 2.37 -0.05 0.118
H -3.52 0.28 -0.07 0.005
Cl -5.35 -0.68 -0.24 0.780
C -4.56 -0.78 -1.79 -0.639
C -3.91 -1.94 -2.15 -0.084
C -3.25 -1.98 -3.37 -0.010
C -3.22 -0.88 -4.24 -0.176
C -2.36 -0.97 -5.48 -0.300
C -1.16 -0.01 -5.39 -0.038
N -0.37 -0.30 -4.20 -0.026
C 0.73 -1.11 -4.09 0.003
C 1.06 -1.14 -2.78 -0.105
N 0.16 -0.36 -2.07 -0.127
C -0.68 0.13 -2.97 -0.134
O -3.06 -0.67 -6.66 -0.112
C -3.14 -1.75 -7.60 -0.127
C -1.79 -2.28 -7.98 -0.340
C -0.83 -1.56 -8.63 -0.986
Cl -0.96 0.06 -9.16 0.706
S 0.61 -2.45 -8.89 1.022
C -0.05 -3.82 -8.11 -0.401
C -1.33 -3.60 -7.69 -0.149
C -3.93 0.26 -3.85 -0.570
Cl -3.97 1.68 -4.84 0.802
C -4.59 0.32 -2.63 -0.125
H -3.93 -2.80 -1.50 0.105
H -2.73 -2.88 -3.67 0.127
H -1.95 -1.98 -5.51 0.142
H -1.48 1.02 -5.36 0.111
H -0.53 -0.15 -6.27 0.120
H 1.16 -1.59 -4.96 0.139
H 1.85 -1.69 -2.30 0.091
H -1.50 0.79 -2.76 0.131
H -3.66 -1.32 -8.45 0.137
H -3.76 -2.55 -7.19 0.136
H 0.52 -4.73 -8.04 0.072
H -1.94 -4.35 -7.21 0.117
H -5.13 1.22 -2.35 0.110
```


Calculated values (eV/A) of max |F| for the records, taken in order: 1.161; 5.117; 3.043; 1.128.